DFT (the ωB97M-V functional and the def2-TZVPD basis) results for C17H28BeCl2F10IKMgNO7 as an isolated structure in a non-equilibrium geometry.

XYZ file:
```
69
C17H28BeCl2F10IKMgNO7, DFT the ωB97M-V functional and the def2-TZVPD basis
C 3.75 3.85 0.03
C 2.91 2.96 -0.90
C 1.82 3.72 -1.64
I 1.03 2.46 -3.28
N 0.74 4.23 -0.82
C 0.44 3.44 0.33
C -1.14 3.43 0.51
C -1.92 2.82 -0.76
O -1.77 4.33 -0.28
C 0.82 5.64 -0.57
O 0.62 6.39 -1.47
O 1.08 6.09 0.69
H 4.69 4.08 -0.45
H 4.02 3.25 0.91
H 3.27 4.80 0.30
H 2.56 2.06 -0.40
H 3.60 2.58 -1.66
H 2.30 4.57 -2.13
H 0.63 2.36 0.20
H 0.76 3.88 1.30
H -1.54 3.20 1.50
H -2.11 3.21 -1.79
H -0.93 2.39 -1.08
H 2.03 6.26 0.74
K 3.37 3.94 -4.28
O -8.88 2.24 -1.77
C -8.14 2.95 -1.16
O -7.03 3.44 -1.79
C -6.20 4.43 -1.23
C -5.13 3.81 -0.33
C -8.34 3.23 0.31
H -6.77 5.20 -0.72
H -5.72 4.93 -2.09
H -5.60 3.31 0.52
H -4.44 4.57 0.08
H -4.56 3.05 -0.87
H -7.89 2.43 0.89
H -9.41 3.26 0.51
H -7.94 4.19 0.63
Cl 5.96 2.15 0.10
Mg 1.09 1.85 2.33
Cl 1.88 -0.36 -0.03
F 1.66 8.48 -2.17
Be -3.65 5.20 -1.47
C 1.91 -5.42 1.43
C 2.45 -4.26 0.57
C 1.95 -4.17 -0.88
F 2.27 -5.26 -1.60
F 2.52 -3.11 -1.49
F 3.80 -4.27 0.60
F 2.06 -3.11 1.19
O 2.71 -6.58 1.57
C 2.67 -7.58 0.62
C 4.00 -7.75 -0.11
F 4.39 -6.61 -0.70
F 3.87 -8.69 -1.07
F 1.64 -7.39 -0.22
F 2.41 -8.73 1.29
H 1.87 -5.02 2.44
H 0.88 -5.67 1.18
H 0.86 -4.03 -0.90
H 4.78 -8.06 0.59
C 1.61 -11.13 2.91
O 1.19 -11.65 4.17
H 0.89 -10.39 2.59
H 2.59 -10.66 3.01
H 1.66 -11.93 2.17
H 1.84 -12.30 4.45
F 1.32 9.46 -0.58
```

Computed properties:
Kohn-Sham gap (eV): 1.9
Net charge: +1
Multiplicity: 1
E_LUMO (eV): -7.628
DFT total energy (eV): -116370.233

Atom charges from the Mulliken analysis, given in e for atoms 1 to 2:
1 C -1.545
2 C 0.908